# C35H52CrP4Se

A molecular structure, C35H52CrP4Se in a non-equilibrium geometry (ωB97M-V/def2-TZVPD, the OMol25 dataset).

## Properties
Lowest unoccupied orbital energy (alpha / beta) in eV: -11.621 / -10.631
F_max in eV/A: 3.5
HOMO (alpha / beta) in eV: -15.40 / -15.40
Orbital gap (alpha / beta) in Eh: 0.1390 / 0.1753
Relative energy (zero: lowest compared OMol25 entry of this formula, charge and spin) in kJ/mol: 73.2
⟨S²⟩: 3.95
2S+1: 4
Net charge: +3

Geometry as XYZ:
```
93
Properties=species:S:1:pos:R:3:forces:R:3
Se 0.195088 1.875311 -2.382588 -0.53 -1.35 0.08
Cr 0.163677 0.781523 0.007558 0.09 0.94 0.49
P -2.209930 1.242029 -0.478393 -1.27 0.00 0.26
P 0.418124 2.939318 1.249050 -0.07 1.02 0.65
P -0.041028 -0.550187 1.938684 -0.35 -2.02 2.86
P 2.502350 0.550276 -0.621226 1.41 -0.22 0.29
C 0.566712 4.455980 0.202415 -0.06 -0.35 -0.14
C -0.966125 3.355241 2.394406 -0.03 -0.36 -0.08
C 2.406924 -0.861277 3.379992 0.03 -0.07 -0.10
C -0.179926 -0.533234 -3.998469 0.23 0.72 0.15
C -1.989112 0.943512 5.949456 -0.37 0.19 -0.40
C 0.529556 1.517229 -5.159884 -0.11 -0.14 0.81
C 1.443505 -1.450967 2.534020 1.41 0.42 -0.26
C -0.149741 -1.212703 -5.215179 -0.18 0.08 0.63
C 1.715132 -2.755004 2.065702 -0.58 0.22 -0.02
C -2.953447 -4.129748 1.666618 0.21 0.20 -0.09
C -2.171343 -0.070181 3.757756 -0.08 -0.45 -0.26
C 0.200680 -0.533629 -6.363715 0.10 0.48 -0.09
C 3.282757 2.076628 -1.245419 0.03 0.31 -0.15
C -2.638767 2.951876 -0.958261 0.14 0.25 -0.16
C 0.176928 0.831151 -3.971949 0.30 -0.38 -1.92
C 3.665825 -2.912045 3.478392 0.23 -0.17 0.11
C -3.402157 0.936044 0.846108 -0.17 0.15 0.28
C -2.281284 -3.863363 2.862410 0.32 0.56 -0.84
C -0.629407 1.150200 5.705525 -0.29 0.12 0.30
C -2.678851 -3.391183 0.501747 -0.03 -0.45 0.15
C -0.789426 0.091787 3.514196 -0.39 0.75 0.20
C 2.787231 -3.488856 2.550301 0.30 0.25 0.50
C -1.117033 -2.026507 1.778312 -0.45 -0.20 -1.75
C 1.905349 3.043001 2.323282 -0.12 -0.01 -0.03
C -1.335927 -2.828370 2.886879 -0.24 -0.27 1.25
C 3.490083 -1.585909 3.872255 -0.05 0.20 -0.19
C 2.757156 -0.711161 -1.907344 -0.23 -0.10 -0.09
C -1.736052 -2.373124 0.552606 0.28 0.74 0.42
C -0.411620 -2.738759 -8.143655 -0.04 -0.61 0.09
C -0.051782 0.749099 4.510240 -0.09 -0.28 -0.13
C -2.772341 0.341778 4.945262 0.32 0.20 0.35
C 3.740058 0.048039 0.604732 -0.07 -0.05 0.48
C 0.539459 0.809684 -6.354356 -0.16 0.07 0.52
C -0.566601 -3.936845 -7.576810 0.03 0.33 -0.01
C -2.866451 0.248231 -1.859384 0.15 -0.32 -0.23
H -0.301511 4.548804 -0.463487 0.27 0.04 0.19
H -0.807319 -2.635685 3.835920 -0.33 -0.01 -0.58
H -2.270798 3.675156 -0.222172 -0.18 -0.15 -0.17
H -3.583298 -0.135612 0.960567 0.05 0.11 0.00
H 0.185405 -1.024290 -7.311573 0.11 -0.05 0.08
H -2.797473 -0.621640 3.050081 0.30 0.33 0.23
H 0.773987 2.583032 -5.140961 -0.02 -0.34 -0.02
H -1.119439 2.532968 3.107553 0.04 0.29 -0.22
H 4.358936 1.899891 -1.329928 -0.11 0.01 0.02
H -2.455283 1.299177 6.879283 0.30 -0.31 -0.45
H 0.297448 -4.569325 -7.359573 -0.30 0.11 -0.20
H 1.004177 0.910336 4.414588 0.01 0.10 -0.02
H -1.902441 3.521232 1.846307 0.30 0.01 0.13
H -0.429138 -2.263750 -5.244968 0.08 0.18 -0.14
H 3.744722 0.746970 1.453133 0.07 -0.25 -0.22
H 2.915653 -4.525701 2.255300 0.04 0.19 -0.09
H 1.899641 4.008457 2.871159 -0.08 -0.50 -0.36
H -2.498979 -4.430564 3.757751 0.13 -0.04 -0.06
H 0.621151 5.347587 0.852672 -0.03 -0.46 -0.17
H -3.733623 3.018661 -0.991534 0.24 -0.01 -0.03
H 4.201811 -1.071576 4.533474 -0.33 -0.46 -0.29
H -2.388719 0.520330 -2.805911 -0.17 0.06 0.14
H -3.666951 -4.944912 1.635465 -0.05 0.13 -0.06
H 0.002752 1.637958 6.450602 -0.26 -0.19 -0.17
H 2.819801 2.979766 1.723170 -0.17 0.02 0.14
H 2.392918 -0.383140 -2.884488 0.07 -0.05 0.11
H 2.895046 2.368652 -2.224044 0.15 -0.11 0.20
H 0.789502 1.294094 -7.285328 0.05 0.16 0.00
H -0.069433 0.410852 -1.694400 0.09 1.41 -1.40
H -3.201270 -3.644366 -0.427546 0.31 0.12 0.35
H 4.720154 0.069141 0.119538 -0.09 -0.02 0.07
H -3.949879 0.394694 -1.948390 0.21 0.09 0.09
H 3.537768 -0.962502 0.982384 0.09 0.28 -0.12
H 1.889330 2.225447 3.050908 0.05 0.22 -0.15
H -4.346131 1.441601 0.600700 0.19 -0.21 0.05
H 1.034481 -3.219533 1.354099 0.14 0.00 0.20
H -1.255204 -2.053236 -8.306868 0.35 -0.48 -0.19
H -0.492484 -1.040687 -3.081855 0.14 0.03 -0.25
H 4.509207 -3.483861 3.891516 -0.49 0.21 -0.30
H 3.128629 2.915460 -0.553280 0.08 -0.26 -0.13
H 3.827477 -0.946352 -1.961845 -0.22 0.11 -0.04
H -1.549133 -4.326334 -7.296862 0.31 0.16 -0.13
H -2.685506 -0.823102 -1.698030 -0.13 0.30 0.03
H 2.380473 0.190590 3.649823 -0.11 -0.34 -0.09
H -3.023655 1.339857 1.790575 -0.16 -0.09 -0.14
H -0.716731 4.266331 2.960090 0.04 -0.23 -0.29
H -3.849371 0.173607 5.088290 0.61 0.09 -0.02
H 2.220814 -1.623393 -1.620387 0.12 0.06 -0.08
H 1.474680 4.399803 -0.409979 -0.20 0.07 0.13
H -2.226624 3.205387 -1.943319 -0.23 -0.07 0.35
H -1.449738 -1.800036 -0.346680 -0.34 -0.33 0.34
H 0.595886 -2.381174 -8.402784 -0.55 -0.34 -0.18
```
Positions in Å, forces in eV/Å.

Mulliken atomic charge list, values in e, 8 entries:
1. Se 0.010
2. Cr -2.296
3. P 1.030
4. P 0.753
5. P 3.091
6. P 1.300
7. C -1.263
8. C -0.565



# C9H26FeN2O9P

A molecular structure, C9H26FeN2O9P in a non-equilibrium geometry (ωB97M-V/def2-TZVPD, the OMol25 dataset).

## Properties
Lowest unoccupied orbital energy (alpha / beta) in eV: 2.171 / 2.171
F_max in eV/A: 2.1
HOMO (alpha / beta) in eV: -3.29 / -3.35
Orbital gap (alpha / beta) in Eh: 0.2008 / 0.2028
Relative energy (zero: lowest compared OMol25 entry of this formula, charge and spin) in kJ/mol: 0.0
⟨S²⟩: 6.01
2S+1: 5
Net charge: -1

Geometry as XYZ:
```
48
Properties=species:S:1:pos:R:3:forces:R:3
Fe 42.440605 16.567617 -0.935618 0.02 -0.23 -0.14
P 42.387187 18.338205 0.461844 -0.60 1.76 0.98
O 41.096062 14.964215 -0.894935 -0.18 -0.86 -0.63
O 43.759539 15.145233 2.476999 0.04 0.23 -0.42
O 43.683634 18.125895 -0.398725 1.75 0.88 -0.55
O 41.304742 18.233845 -0.683877 -0.69 0.58 -0.07
O 42.327219 16.885437 1.048587 -0.53 -1.29 1.62
O 42.288357 19.472038 1.453193 0.26 -0.87 -1.04
O 42.285270 16.440719 -3.025780 -0.03 -0.82 -0.99
O 45.183097 18.281664 -2.549926 -0.12 -0.21 0.65
O 44.081557 15.289834 -1.032929 0.13 -1.26 -0.37
N 39.474668 13.412141 -1.146097 -0.56 -0.39 0.38
N 41.569815 17.414188 -4.963314 0.33 0.05 0.29
C 39.604365 13.381207 -2.576068 0.73 0.48 -0.81
C 46.339059 19.058593 -2.475588 0.02 0.67 0.29
C 42.214829 17.398562 -3.779829 -0.15 0.85 0.89
C 44.027944 14.078042 -1.776926 0.77 -0.13 -0.25
C 43.409472 13.842059 2.136099 -0.36 0.02 0.74
C 40.874824 16.242012 -5.397452 -0.49 -0.92 -0.49
C 38.348207 12.713228 -0.526653 0.62 0.59 -0.28
C 41.243022 18.693773 -5.557177 0.07 -0.20 -0.52
C 40.246193 14.235841 -0.423374 0.05 0.67 0.48
H 41.907793 19.466481 -5.181875 -0.05 -0.02 0.21
H 41.230833 15.354228 -4.878545 0.15 0.25 0.29
H 46.994221 18.793554 -3.307091 0.19 -0.02 0.07
H 40.025943 14.252631 0.651095 0.02 -0.12 0.07
H 40.539647 12.897637 -2.879721 -0.21 -0.33 0.06
H 44.475420 13.256627 -1.208188 -0.07 0.00 0.02
H 42.314358 13.747843 2.085207 0.03 -0.22 -0.25
H 42.628735 18.358594 -3.451430 0.10 0.05 -0.21
H 41.018384 16.015128 -6.459130 0.12 0.43 -0.04
H 43.008371 13.807759 -2.028955 -0.17 0.33 0.19
H 37.432667 13.188174 -0.886851 -0.19 -0.40 0.10
H 43.741718 13.176286 2.945342 -0.04 0.03 -0.03
H 39.713600 14.383490 -3.003208 -0.21 0.12 0.32
H 38.419795 12.846901 0.549730 -0.08 -0.06 0.04
H 46.869068 18.986000 -1.516444 0.10 -0.52 -0.10
H 38.748193 12.911862 -3.052780 0.00 -0.21 0.18
H 44.740205 18.256563 -1.635182 -0.28 0.21 -0.55
H 44.591718 14.199632 -2.709057 -0.09 -0.08 -0.01
H 39.792002 16.289965 -5.234076 0.02 0.24 0.11
H 43.200109 15.813564 1.958298 0.32 -0.06 0.11
H 46.148793 20.144359 -2.527495 -0.24 -0.06 -0.33
H 40.203133 18.962341 -5.360952 0.00 0.08 0.07
H 41.389585 18.644855 -6.639334 -0.06 -0.03 0.00
H 38.401422 11.650564 -0.761417 -0.25 0.01 -0.04
H 43.861204 13.433147 1.223081 -0.02 0.27 -0.28
H 44.983148 15.398030 -0.715592 -0.17 0.51 0.23
```
Positions in Å, forces in eV/Å.

Mulliken atomic charge list, values in e, 8 entries:
1. Fe 1.096
2. P 0.736
3. O -0.641
4. O -0.577
5. O -0.765
6. O -0.754
7. O -0.769
8. O -0.898



# C3H9O2S

2 unconnected molecules or ions with the total composition C3H9O2S in a non-equilibrium geometry (ωB97M-V/def2-TZVPD, the OMol25 dataset).

## Properties
Lowest unoccupied orbital energy in eV: 3.979
F_max in eV/A: 5.9
HOMO in eV: -3.08
Orbital gap in Eh: 0.2593
Relative energy (zero: lowest compared OMol25 entry of this formula, charge and spin) in kJ/mol: 144.7
Net charge: -1

Geometry as XYZ:
```
15
Properties=species:S:1:pos:R:3:forces:R:3
S 0.500448 1.398814 1.101174 -0.47 -0.58 -0.75
O -1.294885 0.005723 -1.404258 -1.08 1.48 -0.06
O -2.361886 0.683626 3.234715 0.66 2.50 -3.81
C 0.715921 -0.978478 -0.642081 -0.02 -1.56 -3.24
C 0.053246 -0.181671 -1.877121 -2.83 -4.80 1.99
C 1.398876 0.019349 0.156832 3.03 2.36 2.68
H 1.969442 -0.412777 0.978195 -0.15 -0.61 0.13
H -1.417910 0.661895 3.170091 2.37 -1.49 1.90
H 1.361402 -1.915970 -0.944511 -0.34 2.02 0.07
H -2.051345 1.215512 2.334984 -2.73 -1.07 1.70
H 2.279243 0.573535 -0.338941 -1.53 -0.86 -0.17
H 0.524967 0.671601 -2.205623 1.27 2.05 -0.29
H -0.082739 -1.546568 -0.150599 -0.20 0.82 0.15
H -0.172470 -0.856951 -2.751649 0.77 0.56 0.62
H -1.422308 0.662361 -0.661208 1.26 -0.82 -0.92
```
Positions in Å, forces in eV/Å.

Mulliken atomic charge list, values in e, 8 entries:
1. S -0.709
2. O -0.552
3. O -0.682
4. C -0.376
5. C -0.446
6. C -0.662
7. H 0.284
8. H 0.293